Entry 1:
Below is 2 unconnected molecules or ions with the total composition C2H8N2O at a distorted geometry, with properties calculated with ωB97M-V/def2-TZVPD.

Last column: Mulliken charge in e.
Geometry (Å):
O -0.71559 -2.21957 1.51510  -0.638
N 0.90648 -0.94512 -0.91226  -0.380
N -0.07200 2.53746 0.13659  -0.449
C 0.05976 0.02100 -0.29978  -0.121
C 0.22391 1.33075 -0.58700  -0.422
H -0.16610 2.53674 1.18075  0.207
H 0.78860 1.48646 -1.38965  0.340
H -0.53545 3.40291 -0.17549  0.180
H -1.38882 -2.63365 2.07320  0.311
H -0.90261 -2.57758 0.58800  0.317
H 1.79366 -0.58199 -1.23980  0.169
H 0.79284 -1.92816 -1.10424  0.145
H -0.78469 -0.42926 0.21457  0.342

Forces on atoms 1 to 3 (eV/Å):
-0.62 -1.03 -1.67
0.74 1.19 -0.18
-0.64 0.20 2.22

E_HOMO (eV): -6.918
E_tot (eV): -7229.471
Strongest force on any atom (eV/Å): 4.327
ΔE to the lowest compared entry with this formula, charge and spin (kcal/mol): 65.9
Structure (SMILES): N/C=C/N.O
Frontier orbital gap (Eh): 0.28092
Spin multiplicity: 1

---

Entry 2:
Below is 2 unconnected molecules or ions with the total composition C6H10, with properties calculated with ωB97M-V/def2-TZVPD.

Last column: Mulliken charge in e.
Geometry (Å):
C -0.54600 0.69908 1.43509  -0.572
C 0.49343 -1.12187 0.34244  -0.377
C -0.00076 -0.71178 1.51128  -0.389
C 1.45974 0.13926 -1.53078  -0.888
C 0.52216 0.00748 -0.59666  0.304
C -0.44922 1.04277 -0.06958  -0.489
H 0.96382 -2.07684 0.12539  0.375
H -1.57149 0.75331 1.81698  0.293
H -1.43510 0.92513 -0.53956  0.222
H 0.05867 1.39164 2.03398  0.281
H 2.11845 -0.69552 -1.75674  0.250
H 1.66011 1.08983 -2.00872  0.272
H 0.04951 -1.27633 2.43665  0.416
H -1.88035 -1.26510 -1.23308  0.070
H -0.11854 2.06416 -0.27566  0.298
H -1.39855 -0.99497 -1.73081  -0.065

Forces on atoms 1 to 3 (eV/Å):
-0.02 0.03 0.08
0.01 0.06 0.20
-0.02 -0.07 -0.05

E_HOMO (eV): -8.468
E_tot (eV): -6382.135
Strongest force on any atom (eV/Å): 0.324
ΔE to the lowest compared entry with this formula, charge and spin (kcal/mol): 39.8
Structure (SMILES): C=C1C=CCC1.[H][H]
Frontier orbital gap (Eh): 0.35377
Spin multiplicity: 1

---

Entry 3:
Below is C5H8N2 in the gas phase at a distorted geometry, with properties calculated with ωB97M-V/def2-TZVPD.

Last column: Mulliken charge in e.
Geometry (Å):
N 0.13138 1.11341 0.50454  -0.272
N 1.12289 -0.93499 0.85533  -0.734
C -0.76951 -2.50379 -0.92985  -0.864
C 0.04110 2.54671 0.65680  -0.815
C -0.36701 -0.38586 -0.82035  -0.344
C 1.08055 0.39823 1.04523  0.065
C 0.31320 -1.29653 -0.14871  0.494
H 0.27634 3.09706 -0.26227  0.261
H -0.98922 2.77678 0.94198  0.291
H -0.53608 -0.12056 -1.85784  0.323
H -1.39987 -2.74859 -0.07644  0.271
H -0.12408 -3.34704 -1.15838  0.316
H 1.87034 0.85405 1.65042  0.380
H 0.70838 2.92836 1.44001  0.292
H -1.41058 -2.35501 -1.82607  0.337

Forces on atoms 1 to 3 (eV/Å):
1.15 -1.47 -2.04
0.85 -1.67 0.64
1.92 -1.08 1.97

E_HOMO (eV): -8.046
E_tot (eV): -8289.421
Strongest force on any atom (eV/Å): 3.770
ΔE to the lowest compared entry with this formula, charge and spin (kcal/mol): 128.6
Frontier orbital gap (Eh): 0.32998
Spin multiplicity: 1

---

Entry 4:
Below is C20H28N2O3 in the gas phase, with properties calculated with ωB97M-V/def2-TZVPD.

Last column: Mulliken charge in e.
Geometry (Å):
O 3.41175 3.12722 -0.15501  -0.688
O -4.56332 1.82216 -0.40530  -0.505
O -0.14639 0.85275 1.25320  -0.745
N 2.61113 1.15572 0.60745  0.086
N -1.73761 1.52022 -0.20399  0.266
C 2.58134 2.48952 0.46409  0.531
C -4.85220 -0.45449 0.08007  -0.889
C -2.13512 -0.85539 0.31711  0.034
C -2.99897 -1.92148 0.51964  0.382
C -3.68449 2.91833 -0.44923  -0.459
C 3.60544 0.32627 -0.03953  -0.202
C -2.35007 2.50655 -1.07142  -0.791
C 1.98862 -1.03476 -1.43005  0.076
C 3.16749 -0.06745 -1.45675  -1.165
C 1.39155 3.15410 1.15334  -1.125
C -3.98732 0.61751 -0.10082  0.343
C 0.12348 3.03524 0.29878  -0.986
C 2.34489 -2.29217 -0.63688  0.507
C 1.19362 -3.29275 -0.64799  -1.354
C 3.88762 -0.91706 0.80368  -1.182
C -2.45976 -3.28117 0.84672  -1.564
C 2.71230 -1.89283 0.79248  -0.635
C -0.58479 1.70140 0.49704  0.916
C -2.60625 0.41677 0.01920  0.499
C -4.36504 -1.70687 0.39112  -0.657
H -5.05472 -2.52438 0.53776  0.373
H 3.21962 -2.76021 -1.10392  0.358
H -3.51087 3.30333 0.56645  0.254
H -5.91008 -0.27209 -0.02098  0.440
H 4.11278 -0.61512 1.82844  0.414
H 1.45689 -4.18704 -0.08721  0.447
H -2.54172 2.04043 -2.04533  0.236
H 1.12351 -0.55078 -0.97091  -0.485
H 0.30757 -2.85335 -0.19722  -0.043
H 0.38966 3.16174 -0.75335  0.462
H 1.22150 2.69902 2.12967  0.399
H -4.18332 3.68762 -1.04321  0.403
H 2.90660 0.83831 -2.00736  0.462
H -2.11699 -3.78002 -0.06024  0.309
H -1.71414 3.37400 -1.21591  0.517
H -0.56812 3.83376 0.58107  0.565
H -1.07362 -1.00997 0.40669  0.081
H 1.63642 4.20836 1.28363  0.403
H 1.82056 0.70522 1.05005  0.177
H 1.71329 -1.30503 -2.45220  0.516
H 4.77110 -1.41441 0.39813  0.455
H 2.97794 -2.78183 1.36905  0.413
H 1.84222 -1.43926 1.27265  0.098
H -3.22819 -3.89995 1.30293  0.403
H 4.50880 0.94381 -0.11383  0.409
H -1.61686 -3.20721 1.53002  0.376
H 4.01246 -0.53678 -1.96473  0.439
H 0.94980 -3.58551 -1.66711  0.428

Forces on atoms 1 to 3 (eV/Å):
0.21 0.22 -0.26
-0.11 -0.30 0.00
0.02 -0.11 0.27

E_HOMO (eV): -8.399
E_tot (eV): -30318.973
Strongest force on any atom (eV/Å): 0.645
ΔE to the lowest compared entry with this formula, charge and spin (kcal/mol): 3.3
Structure (SMILES): Cc1ccc2c(c1)N(C(=O)CCC(=O)N[C@H]1CC[C@@H](C)CC1)CCO2
Frontier orbital gap (Eh): 0.32998
Spin multiplicity: 1

---

Entry 5:
Below is a molecular structure, C12H10N3O6Tl at a distorted geometry, with properties calculated with ωB97M-V/def2-TZVPD.

Last column: Mulliken charge in e.
Geometry (Å):
Tl -2.76065 -0.37417 -1.96719  0.767
O -1.15564 -2.72171 -2.12088  -0.581
O 0.44682 3.00708 1.04848  -0.556
O -0.29255 3.27392 -1.34590  -0.810
O -1.87499 1.96300 -2.29693  -0.698
O 0.94921 -3.42597 -1.63111  -0.451
O -2.00119 -0.77588 0.42138  -0.754
N -0.17490 -0.11470 -2.17162  -0.266
N -0.83639 1.15350 0.75387  -0.273
N -1.01007 -0.44278 2.43616  0.146
C 0.66800 -1.13678 -2.08884  0.452
C -0.70709 2.21018 -1.90967  0.445
C 0.31649 1.11072 -2.10189  0.552
C -0.24214 0.34385 3.25332  -0.028
C 0.04174 -2.46718 -1.97060  0.343
C 2.56860 0.30235 -2.08119  -0.311
C 1.69020 1.38932 -2.08911  -0.636
C -0.05464 1.89940 1.50122  0.776
C -1.50210 -1.68887 2.96940  -1.116
C 0.25475 1.53327 2.84459  -0.872
C -1.32218 -0.02939 1.15097  0.404
C 2.06746 -0.99994 -2.01806  -0.455
H 3.66016 0.43705 -2.10056  0.404
H 0.42693 -4.24242 -1.52467  0.364
H 0.85739 2.22447 3.46783  0.382
H 2.03505 2.42750 -2.05885  0.488
H -2.15637 -2.16600 2.24843  0.317
H 2.71391 -1.89550 -1.94960  0.431
H 0.13424 3.13112 0.03046  0.423
H -0.03336 -0.06403 4.25840  0.393
H -2.04050 -1.49578 3.90313  0.368
H -0.66617 -2.36564 3.13902  0.353

Forces on atoms 1 to 3 (eV/Å):
-0.44 0.14 -0.14
2.32 0.45 0.25
-0.35 -0.09 -0.87

E_HOMO (eV): -8.788
E_tot (eV): -34057.703
Strongest force on any atom (eV/Å): 2.375
ΔE to the lowest compared entry with this formula, charge and spin (kcal/mol): 0.0
Frontier orbital gap (Eh): 0.30716
Spin multiplicity: 1